[1]
Molecular formula: C18H21NO4
Method: DFT, the ωB97M-V functional and the def2-TZVPD basis

Structure (XYZ):
```
44
C18H21NO4 (the ωB97M-V functional and the def2-TZVPD basis)
C 7.509 1.374 -0.234
C 6.644 0.151 0.006
O 5.278 0.551 -0.039
C 4.371 -0.429 0.132
O 4.686 -1.583 0.314
C 2.986 0.061 0.071
C 2.676 1.406 -0.144
C 1.364 1.809 -0.207
C 0.322 0.883 -0.069
C 0.627 -0.460 0.201
C 1.949 -0.851 0.262
C -0.469 -1.440 0.507
C -0.752 -2.471 -0.558
C -2.038 -2.774 -0.595
C -2.821 -1.974 0.407
C -1.862 -0.821 0.745
C -2.069 0.353 -0.242
C -3.328 1.135 0.101
O -3.311 2.217 0.631
O -4.438 0.500 -0.256
C -5.677 1.151 0.054
C -6.811 0.204 -0.286
N -0.971 1.276 -0.224
H 7.319 2.122 0.531
H 8.558 1.092 -0.204
H 7.284 1.806 -1.206
H 6.815 -0.616 -0.758
H 6.851 -0.298 0.985
H 3.474 2.121 -0.263
H 1.117 2.847 -0.374
H 2.204 -1.879 0.473
H -0.172 -1.985 1.415
H 0.038 -2.898 -1.149
H -2.509 -3.505 -1.229
H -3.020 -2.580 1.296
H -3.775 -1.626 0.015
H -1.973 -0.450 1.766
H -2.185 -0.081 -1.248
H -5.678 1.418 1.116
H -5.739 2.076 -0.530
H -6.772 -0.065 -1.338
H -6.736 -0.703 0.308
H -7.762 0.686 -0.077
H -1.206 2.250 -0.106
```

* frontier orbital gap: 0.3136 Eh
* LUMO: 0.738 eV
* multiplicity: 1
* energy above the lowest of the compared OMol25 structures with the same formula, charge and spin: 5.6 kcal per mole
* HOMO energy: -7.79 eV
* charge: 0
* SMILES: CCOC(=O)c1ccc2c(c1)[C@@H]1C=CC[C@@H]1[C@@H](C(=O)OCC)N2

***

[2]
Molecular formula: C18H21P2Re
Method: DFT, the ωB97M-V functional and the def2-TZVPD basis

Structure (XYZ):
```
42
C18H21P2Re (the ωB97M-V functional and the def2-TZVPD basis)
C 0.156 0.826 -4.225
C -1.038 0.036 -4.321
C -0.725 -1.300 -3.912
C 0.662 -1.344 -3.527
C 1.209 -0.032 -3.699
Re -0.353 0.093 -2.297
P -0.803 2.403 -1.775
H 0.283 1.855 -4.530
H -2.008 0.384 -4.655
H -1.401 -2.143 -3.914
H 2.236 0.257 -3.532
H 1.201 -2.214 -3.186
H -1.809 2.851 -0.881
H -1.301 3.059 -2.922
H 0.276 3.277 -1.498
C 1.897 -1.090 -0.238
P 0.155 -0.693 0.042
C -0.184 -1.744 1.526
C 0.649 -1.557 2.643
C 0.452 -2.297 3.807
C -0.597 -3.220 3.868
C -1.445 -3.395 2.766
C -1.243 -2.662 1.593
C 0.105 0.914 0.945
C -1.145 1.312 1.433
C -1.276 2.548 2.060
C -0.160 3.386 2.184
C 1.080 2.988 1.680
C 1.213 1.753 1.035
H 1.887 -2.027 -0.818
H 2.376 -1.268 0.729
H 2.433 -0.305 -0.781
H 1.445 -0.805 2.618
H 1.109 -2.133 4.661
H -0.765 -3.787 4.788
H -2.271 -4.107 2.831
H -1.898 -2.787 0.725
H -2.007 0.656 1.309
H -2.248 2.853 2.440
H -0.268 4.361 2.657
H 1.952 3.641 1.771
H 2.169 1.457 0.601
```

* frontier orbital gap (alpha / beta): 0.2934 / 0.2509 Eh
* LUMO (alpha / beta): -2.154 / -4.628 eV
* multiplicity: 4
* energy above the lowest of the compared OMol25 structures with the same formula, charge and spin: 17.0 kcal per mole
* HOMO energy (alpha / beta): -10.14 / -11.45 eV
* charge: +1

***

[3]
Molecular formula: C18H22AsN5O4SV
Method: DFT, the ωB97M-V functional and the def2-TZVPD basis

Structure (XYZ):
```
52
C18H22AsN5O4SV (the ωB97M-V functional and the def2-TZVPD basis)
V 1.386 0.665 -0.528
N 1.153 2.102 3.088
C 0.215 2.537 2.142
S -1.260 3.056 2.681
N 0.640 2.290 0.840
N -0.075 2.475 -0.234
C -1.114 3.200 -0.391
C -1.795 3.049 -1.639
C -3.204 3.242 -1.680
C -3.927 2.950 -2.875
C -3.243 2.528 -3.980
C -1.823 2.539 -3.872
N -1.212 2.814 -2.772
H 0.783 1.689 3.931
H 1.838 1.509 2.564
H -1.486 3.821 0.423
H -3.724 3.669 -0.782
H -5.050 2.927 -2.872
H -3.828 2.130 -4.794
H -1.192 2.103 -4.718
O 0.724 -2.589 2.066
C 1.139 -1.693 1.289
O 0.484 -0.613 1.006
C 2.508 -1.761 0.583
C 3.514 -2.738 0.714
C 4.828 -2.484 0.313
C 5.035 -1.315 -0.386
C 4.014 -0.481 -0.589
N 2.752 -0.658 -0.174
C 4.171 0.873 -1.382
O 5.198 1.248 -1.928
O 3.133 1.560 -1.241
H 3.368 -3.605 1.353
H 5.632 -3.214 0.613
H 5.980 -1.039 -0.870
C -2.602 -0.657 1.898
As -3.222 -2.486 1.593
C -1.788 -2.984 0.376
C -2.555 -3.201 3.264
H -3.233 0.026 1.305
H -1.623 -0.544 1.493
H -2.610 -0.398 2.984
H -0.770 -2.755 0.875
H -1.742 -2.449 -0.569
H -1.856 -4.158 -0.104
H -1.657 -2.666 3.600
H -2.345 -4.352 3.206
H -3.397 -3.155 4.084
C 1.056 -0.547 -2.291
H 0.159 -0.192 -2.741
H 0.743 -1.600 -1.911
H 1.882 -0.666 -2.961
```

* frontier orbital gap (alpha / beta): 0.1745 / 0.2471 Eh
* LUMO (alpha / beta): 4.635 / 4.634 eV
* multiplicity: 4
* energy above the lowest of the compared OMol25 structures with the same formula, charge and spin: 32.4 kcal per mole
* HOMO energy (alpha / beta): -0.11 / -2.09 eV
* charge: -2

***

[4]
Molecular formula: C18H22BCl28F5N3O8P2S2
Method: DFT, the ωB97M-V functional and the def2-TZVPD basis

Structure (XYZ):
```
89
C18H22BCl28F5N3O8P2S2 (the ωB97M-V functional and the def2-TZVPD basis)
C 4.971 -2.758 -0.531
C 3.658 -3.513 -0.573
O 3.713 -4.692 -0.796
N 2.352 -2.952 -0.266
C 2.310 -2.713 1.178
C 1.844 -1.895 -1.143
P 2.055 -2.699 -2.865
S 3.623 -2.093 -3.875
O 0.448 -1.745 -1.204
P -0.223 -0.165 -0.816
C -0.385 -0.913 0.951
B 0.031 0.582 -2.620
O 0.239 -0.197 -3.736
O -0.019 1.951 -2.825
N -0.904 1.364 -0.096
C -2.141 1.912 -0.593
C -0.005 2.306 0.441
C 0.458 2.214 1.907
O 0.386 3.274 -0.161
S -2.209 -1.046 -1.592
O -2.772 -0.236 -2.678
O -1.885 -2.331 -2.226
C -3.551 -1.510 -0.393
F -4.731 -1.094 -0.932
F -3.517 -0.996 0.845
C -3.745 -3.064 -0.250
F -4.307 -3.588 -1.322
F -2.637 -3.694 0.124
F -4.638 -3.226 0.769
O 1.389 0.415 -0.564
C 2.405 -0.433 -1.085
N 3.534 -0.163 -0.175
H 4.999 -2.006 0.253
H 5.726 -3.496 -0.255
H 5.265 -2.364 -1.501
H 2.463 -1.682 1.496
H 3.109 -3.296 1.648
H 1.391 -3.065 1.647
H 0.901 -2.454 -3.623
H 2.043 -4.100 -2.708
H -0.580 -1.984 0.948
H 0.569 -0.672 1.402
H -1.101 -0.358 1.556
H -0.498 -0.808 -3.881
H 0.864 2.332 -2.899
H -2.222 2.076 -1.673
H -2.283 2.904 -0.160
H -3.047 1.364 -0.301
H 0.562 3.242 2.243
H -0.284 1.707 2.525
H 1.395 1.653 1.919
H 2.805 -0.144 -2.065
H 4.349 0.060 -0.734
H 3.343 0.672 0.364
C -1.914 6.411 -1.345
Cl -1.753 8.111 -0.859
Cl -0.323 5.729 -1.676
Cl -2.702 5.528 -0.036
Cl -2.912 6.312 -2.804
C 2.065 -7.649 -2.276
Cl 2.944 -6.834 -3.575
Cl 1.273 -9.099 -2.920
Cl 3.198 -8.118 -1.003
Cl 0.851 -6.558 -1.615
C -5.384 0.926 -5.146
Cl -3.775 0.508 -5.734
Cl -5.550 2.690 -5.095
Cl -6.606 0.257 -6.247
Cl -5.618 0.266 -3.532
C -4.234 -3.728 4.549
Cl -3.496 -4.961 5.586
Cl -5.947 -4.109 4.318
Cl -4.088 -2.145 5.330
Cl -3.427 -3.693 2.987
C 0.718 -0.038 5.172
Cl 1.438 -1.226 6.271
Cl -0.938 -0.521 4.788
Cl 0.707 1.550 5.954
Cl 1.662 0.045 3.684
C 1.760 9.056 -3.904
Cl 0.274 8.146 -3.646
Cl 2.075 9.207 -5.639
Cl 1.598 10.670 -3.194
Cl 3.108 8.210 -3.134
C 1.897 3.834 9.129
Cl 0.750 4.037 7.798
Cl 3.240 4.965 8.926
Cl 1.079 4.158 10.663
Cl 2.514 2.179 9.128
```

* frontier orbital gap: 0.2628 Eh
* LUMO: 1.287 eV
* multiplicity: 1
* HOMO energy: -5.86 eV
* charge: -1

***

[5]
Molecular formula: C18H22BrErN4O2
Method: DFT, the ωB97M-V functional and the def2-TZVPD basis

Structure (XYZ):
```
48
C18H22BrErN4O2 (the ωB97M-V functional and the def2-TZVPD basis)
Er -0.882 -0.122 0.713
C 0.091 -3.034 -0.229
C -0.407 -3.151 1.197
N -0.137 -1.945 2.092
C 1.226 -1.851 2.632
C 2.111 -0.947 1.807
C 3.461 -0.906 2.039
C 4.269 -0.034 1.268
C 3.620 0.719 0.299
C 2.225 0.563 0.077
C 1.575 1.289 -1.097
N 0.116 0.941 -1.245
C -0.220 0.062 -2.420
C 0.039 -1.427 -2.168
N -0.552 -1.827 -0.908
N 1.483 -0.160 0.872
H -0.221 -3.967 -0.744
H 1.173 -2.862 -0.308
H 0.021 -4.094 1.612
H -1.490 -3.239 1.258
H -0.788 -1.969 2.870
H 1.700 -2.862 2.677
H 1.220 -1.437 3.689
H 3.835 -1.540 2.830
H 5.360 0.033 1.415
H 4.178 1.400 -0.336
H 2.103 0.967 -2.034
H 1.666 2.398 -1.082
H -0.299 1.861 -1.419
H 0.236 0.419 -3.365
H -1.297 0.267 -2.599
H 1.098 -1.719 -2.147
H -0.406 -1.931 -3.051
H -1.572 -2.065 -1.060
Br -0.297 2.907 2.391
C -1.536 2.980 0.907
C -1.645 4.039 -0.032
C -2.436 3.794 -1.184
C -3.051 2.550 -1.424
C -3.057 1.570 -0.402
C -2.369 1.884 0.839
C -3.400 0.146 -0.633
O -4.106 -0.250 -1.553
O -2.881 -0.676 0.295
H -1.077 4.978 0.181
H -2.517 4.565 -1.944
H -3.580 2.382 -2.332
H -2.580 1.302 1.756
```

* frontier orbital gap (alpha / beta): 0.3344 / 0.3350 Eh
* LUMO (alpha / beta): -6.580 / -6.566 eV
* multiplicity: 4
* HOMO energy (alpha / beta): -15.68 / -15.68 eV
* charge: +2